Record 1
A molecular structure, C16H20N2O4S2, computed with the ωB97M-V functional and the def2-TZVPD basis.

The geometry in ORCA input format:
```
! RIJCOSX wB97M-V def2-TZVPD def2/J DEFGRID3
* xyz 0 1
C 2.953 3.303 0.305
C 4.063 2.209 0.091
C 5.395 2.257 0.375
C 5.728 0.824 0.049
C 4.610 0.027 -0.570
O 3.454 0.941 -0.353
C 4.285 -1.323 -0.729
N 3.287 -1.810 -0.267
C 2.005 -1.922 -0.752
O 1.869 -1.869 -1.850
C 0.941 -2.079 0.414
C -0.458 -2.495 -0.352
C -0.941 -1.523 -1.000
N -0.998 -0.127 0.061
S -2.322 -0.274 0.952
O -2.716 -1.616 1.650
O -2.067 0.592 2.124
C -3.642 0.217 0.072
C -4.607 -0.312 -0.465
C -5.552 0.374 -1.165
C -5.055 1.555 -1.628
S -3.647 1.933 -0.548
H -5.422 2.441 -2.110
H -6.504 0.010 -1.529
H -4.923 -1.244 -0.299
C 0.339 0.128 0.619
C 0.843 -1.286 1.366
H 1.818 -0.663 1.802
H 0.053 -1.424 2.268
H 0.107 0.890 1.392
H 0.945 0.546 -0.213
H -2.018 -1.570 -1.335
H -0.336 -1.000 -1.732
H -0.250 -3.480 -1.043
H -1.069 -3.030 0.519
H 1.388 -2.957 0.987
H 3.461 -1.877 0.682
H 5.301 -1.743 -0.528
H 4.031 -1.160 -1.925
H 6.546 0.590 0.282
H 5.911 2.879 0.972
H 3.240 4.276 0.834
H 2.350 3.470 -0.717
H 2.058 2.867 0.932
*
```

Summary:
Lowest unoccupied orbital energy   0.06 eV
Molar mass   368.48 g/mol
Energy   -1827.9542 Eh
Relative energy (zero: lowest compared OMol25 entry of this formula, charge and spin)   404.9 kcal per mole
HOMO-LUMO gap   8.10 eV

=====

Record 2
C16H20N4O4 in the gas phase, computed with the ωB97M-V functional and the def2-TZVPD basis.

The geometry in ORCA input format:
```
! RIJCOSX wB97M-V def2-TZVPD def2/J DEFGRID3
* xyz 0 1
C -2.332 1.189 -0.903
C -1.087 1.492 0.017
C -2.100 1.526 -2.357
C -2.884 0.688 -3.489
C -4.057 1.626 -4.115
C 0.291 -0.489 -0.541
C -0.181 -1.774 0.031
C 1.939 -0.612 -0.641
C 2.645 -0.316 0.631
C 3.544 0.822 0.995
C 2.806 -1.284 1.638
C 3.765 -0.670 2.497
C 2.483 -2.733 1.884
C 4.010 -1.225 3.744
C 2.555 -3.251 3.218
C 3.429 -2.473 4.125
H -3.662 2.812 -0.218
H -4.141 1.538 0.433
H -2.582 0.079 -0.962
H -0.981 1.509 -2.504
H -2.401 2.718 -2.444
H -3.195 -0.215 -2.719
H -2.095 0.298 -4.222
H -5.314 2.983 -3.473
H -4.836 1.884 -2.030
H 0.759 0.834 0.997
H 0.015 -0.340 -1.676
H 2.237 -1.729 -0.920
H 2.192 -0.096 -1.560
H 4.069 1.741 0.529
H 4.608 1.167 2.743
H 1.917 -3.313 1.171
H 4.854 -0.575 4.311
H 1.929 -4.129 3.859
H 3.512 -2.862 5.191
H -0.953 -2.216 1.764
N -3.538 1.845 -0.458
N -4.875 1.994 -3.109
N 0.003 0.743 0.178
N 4.245 0.483 2.084
O -1.225 2.562 0.665
O -4.288 2.064 -5.246
O -0.238 -2.915 -0.388
O -0.844 -1.376 1.269
*
```

Summary:
Structure (SMILES)   NC(=O)CC[C@H](N)C(=O)N[C@@H](Cc1c[nH]c2ccccc12)C(=O)O
Lowest unoccupied orbital energy   0.08 eV
Molar mass   332.36 g/mol
Energy   -1141.5049 Eh
Relative energy (zero: lowest compared OMol25 entry of this formula, charge and spin)   177.3 kcal per mole
HOMO-LUMO gap   8.33 eV

=====

Record 3
A molecular structure, C16H20N5SeTi, computed with the ωB97M-V functional and the def2-TZVPD basis.

The geometry in ORCA input format:
```
! RIJCOSX wB97M-V def2-TZVPD def2/J DEFGRID3
* xyz 1 3
Ti 1.045 -1.709 0.808
C -1.385 -1.847 3.048
C -0.152 -1.667 3.631
C 1.007 -2.282 3.088
C 0.794 -3.350 2.166
C -0.400 -3.380 1.398
C -1.513 -2.504 1.808
H -2.250 -1.337 3.426
H -0.058 -1.021 4.503
H 2.055 -2.100 3.520
H 1.632 -3.957 1.985
H -0.450 -3.869 0.425
H -2.418 -2.455 1.219
Se 3.335 -2.067 0.331
C 2.025 -2.322 -1.064
C 1.485 -3.638 -1.306
C 0.544 -3.752 -2.355
N 0.088 -2.723 -3.080
C 0.742 -1.528 -2.952
C 1.791 -1.328 -2.018
H 1.791 -4.566 -0.718
H 0.123 -4.715 -2.605
H 0.501 -0.701 -3.663
H 2.277 -0.338 -1.970
C -0.154 5.011 -0.809
C -1.300 4.017 -1.019
C -1.392 3.284 -2.334
C -1.482 3.020 0.138
N -0.364 2.032 0.205
C 0.581 1.914 1.122
N 0.943 0.686 1.229
N 0.122 -0.027 0.474
N -0.712 0.754 -0.182
H -0.196 5.888 -1.433
H 0.830 4.541 -0.895
H -0.221 5.375 0.199
H -2.253 4.603 -0.998
H -0.435 2.747 -2.514
H -1.515 3.920 -3.164
H -2.259 2.528 -2.421
H -2.434 2.486 0.167
H -1.502 3.627 1.058
H 1.132 2.750 1.552
*
```

Summary:
Lowest unoccupied orbital energy (alpha / beta)   -3.85 / -3.84 eV
Molar mass   409.20 g/mol
Energy   -4146.0296 Eh
Relative energy (zero: lowest compared OMol25 entry of this formula, charge and spin)   2.5 kcal per mole
HOMO-LUMO gap (alpha / beta)   6.19 / 7.72 eV

=====

Record 4
C16H20N6O2S in the gas phase, computed with the ωB97M-V functional and the def2-TZVPD basis.

The geometry in ORCA input format:
```
! RIJCOSX wB97M-V def2-TZVPD def2/J DEFGRID3
* xyz 0 1
C -0.098 3.124 1.807
N -0.001 1.720 2.108
C -0.628 0.730 1.471
N -0.401 -0.502 1.932
C -1.034 -1.486 1.293
N -0.890 -2.739 1.744
C 0.065 -3.082 2.771
H 0.464 -2.162 3.195
C 1.179 -3.933 2.148
H 1.855 -4.311 2.917
O 0.652 -5.066 1.496
C -0.247 -4.699 0.473
H -0.602 -5.631 0.031
C -1.417 -3.879 1.031
H -2.062 -3.521 0.231
H -1.991 -4.494 1.732
H 0.278 -4.108 -0.292
H 1.747 -3.318 1.433
H -0.447 -3.664 3.545
N -1.841 -1.300 0.232
C -1.981 -0.044 -0.125
N -1.425 1.014 0.426
S -3.008 0.218 -1.526
C -2.954 2.034 -1.616
H -3.521 2.450 -0.784
H -3.446 2.296 -2.554
C -1.548 2.618 -1.585
O -1.345 3.696 -1.069
N -0.632 1.871 -2.248
C 0.757 2.020 -2.276
C 1.403 3.156 -1.799
C 2.783 3.230 -1.849
C 3.531 2.189 -2.373
C 2.887 1.059 -2.852
C 1.509 0.972 -2.804
H 1.008 0.089 -3.174
H 3.460 0.242 -3.263
H 4.607 2.256 -2.410
H 3.278 4.114 -1.476
H 0.823 3.967 -1.393
H -0.971 0.988 -2.616
H 0.572 1.433 2.886
H 0.893 3.531 1.597
H -0.532 3.664 2.651
H -0.728 3.260 0.933
*
```

Summary:
Structure (SMILES)   CNc1nc(SCC(=O)Nc2ccccc2)nc(N2CCOCC2)n1
Lowest unoccupied orbital energy   0.63 eV
Molar mass   360.44 g/mol
Energy   -1498.9759 Eh
Relative energy (zero: lowest compared OMol25 entry of this formula, charge and spin)   0.0 kcal per mole
HOMO-LUMO gap   9.07 eV

=====

Record 5
C16H20N6O4 in the gas phase, computed with the ωB97M-V functional and the def2-TZVPD basis.

The geometry in ORCA input format:
```
! RIJCOSX wB97M-V def2-TZVPD def2/J DEFGRID3
* xyz 0 1
N 1.619 0.590 -2.514
N -0.467 0.201 -1.513
N 0.898 2.020 -0.814
O -2.286 -3.430 2.796
O 0.502 3.634 1.427
O -0.078 -0.575 2.055
O -2.395 -0.227 1.877
C -1.967 -4.677 2.252
C -1.068 -4.558 1.188
C -0.732 -3.170 1.156
C -1.498 -2.539 2.110
C 0.480 -0.085 -2.386
C 1.784 1.614 -1.691
C -0.191 1.259 -0.795
N 0.348 -1.140 -3.270
N 2.923 2.370 -1.679
N -1.169 1.563 0.084
C -1.365 -1.042 2.474
C -0.751 3.141 1.946
C 0.184 0.854 2.159
C -2.246 1.154 2.228
C -0.183 -2.382 -2.843
C -0.999 -1.383 -3.704
C 3.836 2.341 -2.806
C 4.151 1.656 -1.428
C -0.976 1.664 1.553
H 0.643 3.273 0.517
H -2.466 -5.560 2.542
H -0.749 -5.382 0.565
H 0.018 -2.701 0.504
H -1.920 0.936 -0.187
H -1.416 -0.957 3.580
H -0.686 3.292 3.015
H -1.623 3.748 1.566
H 1.149 1.044 1.676
H 0.320 1.153 3.205
H -3.090 1.696 1.832
H -2.211 1.269 3.310
H 0.183 -3.329 -3.352
H -0.570 -2.597 -1.818
H -1.143 -1.507 -4.815
H -1.894 -0.913 -3.241
H 4.406 3.248 -3.014
H 3.645 1.706 -3.686
H 4.129 0.577 -1.231
H 4.917 2.150 -0.830
*
```

Summary:
Structure (SMILES)   OC[C@]1(Nc2nc(N3CC3)nc(N3CC3)n2)CO[C@@H](c2ccco2)OC1
Lowest unoccupied orbital energy   0.72 eV
Molar mass   360.37 g/mol
Energy   -1251.0539 Eh
Relative energy (zero: lowest compared OMol25 entry of this formula, charge and spin)   0.0 kcal per mole
HOMO-LUMO gap   9.58 eV

=====

Record 6
2 unconnected molecules or ions with the total composition C16H20NO4, computed with the ωB97M-V functional and the def2-TZVPD basis.

The geometry in ORCA input format:
```
! RIJCOSX wB97M-V def2-TZVPD def2/J DEFGRID3
* xyz -1 1
C -1.421 -1.321 2.044
C 0.014 -1.594 2.538
C 0.963 -0.459 2.238
O 2.131 -0.634 1.805
C 0.436 0.935 2.444
C -1.021 1.118 1.994
O -1.884 0.014 2.292
H -1.487 -1.539 0.962
H -2.151 -1.945 2.578
H -0.008 -1.733 3.638
H 0.391 -2.523 2.091
H 0.523 1.166 3.523
H 1.099 1.619 1.902
H -1.479 1.960 2.529
H -1.048 1.319 0.907
C 4.280 4.087 1.728
C 4.892 2.799 2.206
O 3.806 1.912 2.600
C 4.279 0.692 2.923
C 3.223 -0.278 3.423
N 3.733 -1.433 3.746
C 3.491 -2.669 3.465
C 4.487 -3.678 3.775
C 4.227 -5.071 3.773
C 5.202 -5.959 4.225
C 6.450 -5.478 4.660
C 6.725 -4.101 4.629
C 5.763 -3.215 4.147
O 5.458 0.400 2.806
H 5.087 4.781 1.485
H 3.684 3.939 0.821
H 3.655 4.539 2.504
H 5.475 2.315 1.415
H 5.536 2.967 3.081
H 2.444 0.213 4.021
H 2.546 -2.996 2.993
H 3.253 -5.423 3.430
H 4.995 -7.032 4.248
H 7.207 -6.178 5.018
H 7.682 -3.708 4.974
H 5.960 -2.145 4.061
*
```

Summary:
Lowest unoccupied orbital energy   3.08 eV
Molar mass   290.34 g/mol
Energy   -977.2955 Eh
Relative energy (zero: lowest compared OMol25 entry of this formula, charge and spin)   39.3 kcal per mole
HOMO-LUMO gap   4.28 eV